Entry 1:
{
  "formula": "C4H3N5",
  "method": "wB97M-V/def2-TZVPD",
  "species": ["N", "C", "C", "C", "N", "C", "N", "N", "N", "H", "H", "H"],
  "xyz": [[1.8832, -2.3393, 0.8434], [1.3415, -1.3764, 0.5233], [0.6624, -0.1784, 0.0330], [1.2735, 1.0616, 0.3898], [1.5041, 2.1711, 0.5313], [-0.8155, -0.1320, 0.5152], [-1.4316, 0.1386, -0.8246], [-0.5447, 0.1809, -1.7969], [0.6013, -0.0702, -1.4802], [-1.0779, -0.9064, 1.1444], [-1.0846, 0.8645, 0.9797], [-2.3117, 0.5860, -0.8582]],
  "forces_ev_per_angstrom": [[-0.34, 0.43, -0.01], [0.59, -0.45, -0.32], [-0.79, -0.71, 0.67], [0.49, 0.80, 0.32], [0.45, 0.56, 0.28], [0.32, 4.63, -1.93], [0.35, -2.02, 1.58], [-1.62, 0.45, -1.15], [1.30, -0.76, 0.25], [-1.05, -2.04, 0.55], [0.93, -1.35, 0.51], [-0.62, 0.45, -0.76]],
  "charge": 0,
  "molar_mass_g_mol": 121.1,
  "gap_ev": 10.90,
  "homo_ha": -0.387,
  "e_tot_ev": -11643.51256,
  "e_above_lowest_kj_mol": 103.4
}

Entry 2:
{
  "formula": "C4H3NO",
  "method": "wB97M-V/def2-TZVPD",
  "species": ["C", "C", "C", "O", "C", "N", "H", "H", "H"],
  "xyz": [[2.2267, 0.0433, -0.3577], [1.0328, -0.1340, -0.2975], [-0.4373, -0.3805, -0.2527], [-1.5069, 0.5964, -0.7307], [-1.0177, -0.3314, 1.0581], [-1.5110, -0.1873, 2.0878], [3.2820, 0.2493, -0.4205], [-0.6198, -1.3323, -0.7851], [-1.4488, 1.4766, -0.3017]],
  "forces_ev_per_angstrom": [[-0.89, 0.01, 0.00], [0.03, 0.74, -0.33], [-1.10, 1.12, -0.36], [1.63, -0.18, -1.71], [0.44, -1.16, 2.45], [0.19, -0.12, -0.28], [-0.47, -0.19, 0.07], [-0.29, 0.64, 0.24], [0.48, -0.86, -0.08]],
  "charge": 0,
  "molar_mass_g_mol": 81.1,
  "gap_ev": 11.53,
  "homo_ha": -0.405,
  "e_tot_ev": -7730.37199,
  "e_above_lowest_kj_mol": 228.9
}

Entry 3:
{
  "formula": "C4H3NO",
  "method": "wB97M-V/def2-TZVPD",
  "species": ["C", "C", "C", "C", "N", "O", "H", "H", "H"],
  "xyz": [[0.0654, 0.7552, 0.4425], [0.6925, -0.3580, 0.9746], [-1.2851, 0.4093, 0.2990], [-1.3431, -0.9442, 0.7202], [-2.2615, -0.5033, -0.1853], [-0.1631, -1.4172, 1.0533], [0.5124, 1.7114, 0.2620], [1.7038, -0.5210, 1.2976], [-1.8112, -1.1206, -1.8636]],
  "forces_ev_per_angstrom": [[0.72, -0.76, 0.31], [-0.18, 1.07, -0.72], [-0.28, -1.95, 1.76], [0.09, 3.58, 0.59], [-1.17, -1.40, -3.46], [0.79, -1.14, -0.09], [0.24, 0.15, -0.09], [0.10, -0.13, 0.21], [-0.30, 0.56, 1.49]],
  "charge": 0,
  "molar_mass_g_mol": 81.1,
  "gap_ev": [7.63, 8.23],
  "homo_ha": [-0.288, -0.311],
  "e_tot_ev": -7725.05959,
  "e_above_lowest_kj_mol": 741.4
}

Entry 4:
{
  "formula": "C4H3NO",
  "method": "wB97M-V/def2-TZVPD",
  "species": ["N", "C", "C", "C", "C", "O", "H", "H", "H"],
  "xyz": [[-2.7805, -1.4861, 0.7168], [-1.7377, -1.0886, 0.5455], [-0.3913, -0.7063, 0.3309], [0.2126, -0.3731, -1.0626], [-0.0283, 0.6430, -0.3041], [-0.0777, 1.8766, 0.0373], [0.1469, -1.0757, 1.2326], [0.3535, -0.8941, -1.9142], [-0.0119, 2.1301, 1.0121]],
  "forces_ev_per_angstrom": [[-2.64, -0.84, 0.54], [1.19, 0.55, -1.02], [1.47, 1.23, 0.40], [-1.08, 1.21, 3.15], [-0.20, -3.09, 1.41], [0.28, 3.14, 1.03], [0.57, 0.23, -1.05], [0.67, -1.18, -2.59], [-0.26, -1.26, -1.87]],
  "charge": 0,
  "molar_mass_g_mol": 81.1,
  "gap_ev": 10.26,
  "homo_ha": -0.370,
  "e_tot_ev": -7730.49409,
  "e_above_lowest_kj_mol": 217.1
}

Entry 5:
{
  "formula": "C4H3NO",
  "method": "wB97M-V/def2-TZVPD",
  "species": ["O", "C", "C", "C", "C", "N", "H", "H", "H"],
  "xyz": [[1.1450, -1.2055, 0.5517], [0.2395, -0.1814, 0.3146], [-0.9623, -0.4567, -0.3775], [-1.9873, -0.7120, -0.9574], [0.6461, 1.0752, 0.4564], [1.1146, 2.2090, 0.4439], [1.2474, -1.2994, 1.5045], [1.4559, 1.5249, -0.4846], [-2.8989, -0.9540, -1.4517]],
  "forces_ev_per_angstrom": [[0.24, -0.17, 0.41], [-0.33, 0.02, -0.13], [-0.65, -0.24, -0.04], [0.24, 0.04, 0.13], [-1.16, -0.72, 1.31], [0.84, -2.07, -2.30], [-0.02, -0.22, -0.01], [0.76, 3.31, 0.62], [0.08, 0.05, 0.01]],
  "charge": 0,
  "molar_mass_g_mol": 81.1,
  "gap_ev": 8.72,
  "homo_ha": -0.307,
  "e_tot_ev": -7728.46079,
  "e_above_lowest_kj_mol": 413.3
}

Entry 6:
{
  "formula": "C4H3NO",
  "method": "wB97M-V/def2-TZVPD",
  "species": ["N", "C", "C", "C", "C", "O", "H", "H", "H"],
  "xyz": [[-2.6555, -0.0781, -0.2519], [-1.5479, -0.3683, -0.5917], [-0.2683, -0.7085, -0.9144], [0.7086, -0.2686, -0.0223], [0.7650, 0.9141, 0.9309], [-0.2180, 1.4356, 1.4578], [-0.1933, -1.3228, -1.7919], [1.5933, -0.6672, -0.1460], [1.8160, 1.0637, 1.3294]],
  "forces_ev_per_angstrom": [[4.28, -1.25, -1.44], [-7.32, 2.35, 1.71], [2.79, 1.05, 2.36], [-4.42, 1.58, -1.86], [-2.18, -1.20, 2.00], [2.13, -0.51, -1.43], [0.82, -0.53, 0.09], [4.71, -1.91, -0.82], [-0.81, 0.43, -0.61]],
  "charge": 0,
  "molar_mass_g_mol": 81.1,
  "gap_ev": 8.90,
  "homo_ha": -0.381,
  "e_tot_ev": -7731.41409,
  "e_above_lowest_kj_mol": 128.3
}

Entry 7:
{
  "formula": "C4H3NO2",
  "method": "wB97M-V/def2-TZVPD",
  "species": ["O", "C", "C", "C", "C", "O", "N", "H", "H", "H"],
  "xyz": [[-2.3345, 0.9976, -0.9816], [-1.6873, -0.0187, -0.9231], [-0.3858, -0.1604, -0.1980], [0.3733, 0.6848, 0.6741], [1.5703, 0.0725, 0.7208], [1.5496, -1.0752, 0.0352], [0.3206, -1.2130, -0.5417], [-1.9845, -0.9370, -1.4663], [0.1339, 1.2934, 1.5210], [2.4794, 0.3827, 1.2139]],
  "forces_ev_per_angstrom": [[0.38, -0.42, 0.23], [-0.17, 0.21, 0.14], [0.13, -0.27, 0.07], [0.10, -0.58, 0.52], [-0.02, -0.13, 0.21], [0.35, 0.07, -0.39], [-0.16, 0.32, -0.34], [0.05, 0.12, 0.10], [-0.65, 1.11, -0.57], [0.01, -0.43, 0.04]],
  "charge": 0,
  "molar_mass_g_mol": 97.1,
  "gap_ev": 10.65,
  "homo_ha": -0.386,
  "e_tot_ev": -9779.18609,
  "e_above_lowest_kj_mol": 241.3
}

Entry 8:
{
  "formula": "C4H3NO2",
  "method": "wB97M-V/def2-TZVPD",
  "species": ["O", "C", "C", "C", "N", "O", "C", "H", "H", "H"],
  "xyz": [[-2.5980, -0.3547, -0.2661], [-1.7188, 0.4003, 0.1195], [-0.3123, 0.0226, 0.2116], [0.6620, 1.0529, 0.0779], [1.8654, 0.6492, -0.2894], [1.7862, -0.7196, 0.0271], [0.4590, -1.0592, 0.1840], [-1.8902, 1.5896, 0.6469], [0.4757, 2.1595, -0.1233], [0.3110, -2.1991, -0.1437]],
  "forces_ev_per_angstrom": [[1.29, 1.88, 0.62], [-1.90, 0.45, 1.56], [0.37, 1.82, 0.25], [1.28, 3.01, -2.66], [-1.67, -0.37, 2.86], [-1.31, -0.59, -1.14], [1.88, -4.19, -1.97], [0.05, -3.11, -1.78], [0.00, -1.64, 0.62], [0.02, 2.74, 1.64]],
  "charge": 0,
  "molar_mass_g_mol": 97.1,
  "gap_ev": 10.24,
  "homo_ha": -0.390,
  "e_tot_ev": -9778.02543,
  "e_above_lowest_kj_mol": 353.3
}

Entry 9:
{
  "formula": "C4H3NO2",
  "method": "wB97M-V/def2-TZVPD",
  "species": ["O", "C", "C", "N", "C", "C", "O", "H", "H", "H"],
  "xyz": [[-2.0468, -0.2890, 1.7649], [-1.3504, 0.5499, 1.2863], [-0.8515, 0.8189, -0.2670], [0.1823, 1.0980, -0.8793], [1.1270, 0.1378, -1.1394], [0.7983, -1.0321, -0.4610], [-0.2309, -1.0538, 0.2667], [-0.9742, 1.4302, 1.7928], [1.9679, 0.2881, -1.8040], [1.3783, -1.9479, -0.5601]],
  "forces_ev_per_angstrom": [[0.61, 1.16, -1.25], [-0.69, 0.97, -0.34], [0.81, -2.24, 1.16], [-1.02, -0.37, 0.66], [-0.20, 0.04, -0.18], [0.05, -0.09, -0.25], [0.15, 0.11, -0.95], [0.24, 0.12, 0.80], [-0.22, 0.18, 0.23], [0.26, 0.12, 0.12]],
  "charge": 0,
  "molar_mass_g_mol": 97.1,
  "gap_ev": [8.28, 8.28],
  "homo_ha": [-0.328, -0.328],
  "e_tot_ev": -9777.38833,
  "e_above_lowest_kj_mol": 414.7
}

Entry 10:
{
  "formula": "C4H3NO2S",
  "method": "wB97M-V/def2-TZVPD",
  "species": ["S", "C", "O", "C", "C", "N", "C", "O", "H", "H", "H"],
  "xyz": [[-0.4643, 0.2102, -3.0172], [0.0813, 0.2833, -1.5024], [-0.7482, 0.0321, -0.4753], [-0.2371, -0.0275, 0.7657], [-0.8291, -0.2050, 1.9435], [0.1822, -0.3645, 2.9211], [1.2835, -0.1883, 2.2672], [1.0985, -0.0031, 0.9077], [1.1556, 0.3801, -1.2839], [-1.8926, -0.3223, 2.1663], [2.2959, -0.2764, 2.6416]],
  "forces_ev_per_angstrom": [[0.14, 0.27, 0.28], [0.27, -0.65, -1.27], [0.05, 0.37, 0.15], [0.23, -0.05, -0.14], [-0.57, -0.62, 1.20], [0.27, 0.71, -1.03], [-0.87, -0.59, 0.09], [0.67, 0.02, 0.84], [-0.65, 0.21, 0.25], [0.64, 0.14, -0.10], [-0.17, 0.19, -0.26]],
  "charge": 0,
  "molar_mass_g_mol": 129.1,
  "gap_ev": 9.07,
  "homo_ha": -0.342,
  "e_tot_ev": -20615.14190,
  "e_above_lowest_kj_mol": 184.6
}